{
  "formula": "Br2H2N2O2S",
  "method": "wB97M-V/def2-TZVPD",
  "homo_lumo_gap_ha": [0.3189, 0.2912],
  "fmax_ha_per_bohr": 0.0889,
  "de_lowest_kcal_mol": 0.0,
  "spin_multiplicity": 3,
  "charge": 0,
  "elements": ["N", "N", "O", "O", "S", "Br", "Br", "H", "H"],
  "xyz": [[0.45, -0.15, -0.05], [-1.29, -0.97, 3.09], [1.73, -1.09, 1.87], [0.67, -2.69, 0.27], [0.62, -1.48, 0.98], [-1.55, 0.73, 2.58], [0.11, -1.17, 4.20], [-0.26, -0.29, -0.78], [0.32, 0.69, 0.48]]
}